#1
A structure of composition CH2N2O3S2. Source: the OMol25 dataset; level of theory: wB97M-V/def2-TZVPD.

- total charge = 0
- HOMO (eV) = -10.30

Each line ends with the Löwdin charge.
Atoms and positions in Å:
C -0.73490 -0.16413 -0.77070  -0.727
N -1.24163 0.80481 0.03092  0.033
N 0.55287 -0.34137 -0.23478  -0.455
O -1.17869 -0.73196 -1.74115  0.092
O 0.11744 0.32262 2.30464  -0.263
O 1.06754 2.01994 0.74748  -0.258
S 1.30192 -1.94856 0.19032  0.764
S 0.32418 0.82395 0.98143  0.688
H -1.87142 1.62548 -0.39340  0.204
H 1.66271 -2.41078 -1.11477  -0.079

#2
A cluster of 2 separate species, CH2N2O3S2 in total. Source: the OMol25 dataset; level of theory: wB97M-V/def2-TZVPD.

- total charge = 0
- HOMO (eV) = -9.86

Each line ends with the Löwdin charge.
Atoms and positions in Å:
C 1.89692 1.94026 0.05822  -0.293
N 1.41684 0.83153 0.00506  -0.093
N 0.36981 -0.03414 0.20110  -0.415
O 2.66339 2.82195 -0.05456  0.169
O 4.06900 -0.31925 0.48881  -0.400
O 2.30877 -1.75825 -0.04617  -0.443
S -0.83182 -0.02306 -1.01544  0.730
S 3.18460 -0.71113 -0.57739  0.921
H 0.85680 -0.85875 0.09958  -0.063
H -1.88243 0.71136 -0.42464  -0.112

#3
A cluster of 2 separate species, CH2N2O3S2 in total. Source: the OMol25 dataset; level of theory: wB97M-V/def2-TZVPD.

- total charge = 0
- HOMO (spin up / spin down) (eV) = -9.65 / -9.66

Each line ends with the Löwdin charge.
Atoms and positions in Å:
C -0.42447 0.31429 -0.31289  -0.668
N 0.58155 -0.22670 0.45666  0.004
N -0.85607 1.36118 0.44051  -0.039
O -0.84841 -0.08836 -1.41266  -0.090
O 1.35737 1.99739 1.62836  -0.278
O -0.24191 0.58850 2.82793  -0.267
S -0.43932 -1.71606 -3.09029  0.786
S 0.27185 1.08414 1.60543  0.628
H 1.40816 -0.65496 0.06720  0.112
H -0.80874 -2.65941 -2.21024  -0.188

Decreasing stability: #1, #2, #3